{
  "formula": "C16H22AuBN6S",
  "method": "ωB97M-V with the def2-TZVPD basis set",
  "e_above_lowest_kcal_mol": 0.00,
  "gap_ev": [6.986, 5.887],
  "spin_multiplicity": 2,
  "e_lumo_ha": [-0.1739, -0.2140],
  "total_charge": 1,
  "s_squared": 0.75,
  "elements": ["Au", "C", "C", "C", "C", "C", "N", "N", "B", "N", "N", "C", "C", "C", "C", "C", "N", "N", "C", "C", "C", "C", "C", "H", "H", "H", "H", "H", "H", "H", "H", "H", "H", "H", "H", "H", "H", "H", "H", "H", "H", "H", "H", "H", "H", "S", "C"],
  "xyz": [[-0.10, 0.18, 0.42], [-1.82, 3.14, 0.57], [-1.52, 2.63, -0.80], [-1.83, 3.16, -2.05], [-1.31, 2.27, -2.98], [-1.35, 2.34, -4.47], [-0.73, 1.26, -2.32], [-0.86, 1.49, -0.99], [0.00, 0.00, -2.84], [1.46, 0.04, -2.29], [1.71, 0.12, -0.96], [3.03, 0.13, -0.79], [3.66, 0.21, 0.56], [3.65, 0.04, -2.04], [2.62, -0.01, -2.97], [2.71, -0.09, -4.46], [-0.76, -1.24, -2.29], [-0.95, -1.42, -0.96], [-1.63, -2.56, -0.79], [-2.02, -3.06, 0.56], [-1.86, -3.13, -2.04], [-1.30, -2.28, -2.97], [-1.27, -2.39, -4.45], [-2.36, 4.08, 0.52], [-0.90, 3.31, 1.13], [-2.43, 2.42, 1.13], [-2.36, 4.08, -2.25], [-1.87, 3.25, -4.78], [-1.87, 1.48, -4.89], [-0.34, 2.36, -4.89], [0.02, -0.03, -4.03], [2.91, 0.19, 1.35], [4.24, 1.13, 0.66], [4.34, -0.63, 0.71], [4.70, 0.02, -2.24], [3.75, -0.09, -4.76], [2.21, 0.76, -4.93], [2.23, -1.00, -4.83], [-1.63, -2.42, 1.35], [-1.63, -4.07, 0.72], [-3.10, -3.10, 0.66], [-2.37, -4.06, -2.24], [-1.79, -3.29, -4.76], [-0.25, -2.43, -4.83], [-1.76, -1.53, -4.92], [0.39, -0.66, 3.62], [0.38, -0.66, 2.13]]
}